The following is a DFT calculation (ωB97M-V with the def2-TZVPD basis set) of a 12-piece molecular cluster, C32H87O12 overall in a non-equilibrium geometry.

Results
HOMO level, eV: -4.770
Energy above the lowest of the compared OMol25 structures with the same formula, charge and spin, kcal/mol: 0.0
Net charge: -1
2S+1: 1

```
131
Properties=species:S:1:pos:R:3:mulliken_charge:R:1
C -1.095 0.684 0.600 0.0528
C -0.350 0.032 -0.581 2.0702
C 1.126 -0.153 -0.254 2.0600
O -1.003 -1.064 -1.074 -1.0388
H -1.150 -0.008 1.452 -0.1937
H -2.099 0.998 0.329 0.5086
H -0.519 1.548 0.963 -1.0731
H -0.370 0.824 -1.367 -0.8669
H 1.706 -0.474 -1.122 -0.4982
H 1.307 -0.824 0.596 -0.6399
H 1.569 0.804 0.053 -1.4725
C 3.550 2.654 0.422 -0.8836
C 2.867 3.962 0.031 -0.2089
C 1.515 3.760 -0.641 -0.0477
O 2.675 4.743 1.212 -0.6412
H 4.446 2.898 1.002 0.4334
H 3.869 2.088 -0.456 0.4594
H 2.941 2.013 1.059 -0.0636
H 3.528 4.548 -0.609 0.4287
H 1.149 4.766 -0.855 0.5529
H 0.828 3.259 0.041 -0.6850
H 1.588 3.213 -1.584 0.3387
H 2.245 4.195 1.891 0.5045
C -4.583 0.541 2.048 -1.6241
C -4.136 -0.897 1.844 1.9451
C -5.090 -1.872 2.533 -1.5872
O -4.123 -1.154 0.443 -0.6020
H -4.671 0.810 3.103 0.3214
H -5.623 0.648 1.700 0.3665
H -4.046 1.277 1.454 0.3179
H -3.129 -0.992 2.260 -0.3656
H -4.560 -2.725 2.971 0.3479
H -5.877 -2.283 1.907 0.3104
H -5.543 -1.397 3.414 0.3845
H -3.378 -1.758 0.297 0.1231
C -0.088 2.755 4.106 -1.3607
C 1.310 2.203 4.073 0.6064
C 1.415 0.854 3.379 0.1985
O 2.136 3.160 3.404 -0.5796
H -0.643 2.638 3.172 0.0123
H -0.196 3.812 4.360 0.4113
H -0.693 2.258 4.871 0.4704
H 1.734 2.094 5.081 0.2352
H 0.733 0.095 3.770 0.4450
H 2.418 0.423 3.434 -0.3435
H 1.206 0.934 2.310 -0.4885
H 3.064 2.906 3.442 0.2961
C -3.109 5.982 2.798 -1.1579
C -2.215 6.218 1.576 -0.1304
C -1.280 5.044 1.383 0.0207
O -3.056 6.371 0.423 -0.5854
H -3.898 5.254 2.595 0.2866
H -3.606 6.887 3.157 0.3492
H -2.548 5.626 3.668 0.2784
H -1.710 7.173 1.729 0.4095
H -0.744 5.044 0.439 -0.0732
H -1.898 4.138 1.431 -0.0775
H -0.589 4.936 2.220 0.3242
H -3.523 5.531 0.335 0.3644
C 3.204 -2.567 2.278 -0.2169
C 4.595 -2.445 2.911 0.1832
C 4.663 -1.192 3.764 -1.2445
O 4.819 -3.569 3.785 -0.5929
H 3.084 -3.525 1.771 0.3005
H 3.069 -1.768 1.546 -0.1641
H 2.443 -2.494 3.059 0.1515
H 5.334 -2.495 2.113 0.3086
H 5.646 -1.096 4.230 0.3922
H 3.936 -1.243 4.582 0.3958
H 4.454 -0.249 3.256 0.1288
H 4.296 -3.394 4.574 0.3856
C -1.326 1.870 -5.957 -1.5414
C -0.394 0.838 -5.357 0.8586
C 0.561 1.495 -4.351 -1.0296
O -1.199 -0.123 -4.705 -0.5261
H -2.059 2.253 -5.245 0.1996
H -1.920 1.501 -6.797 0.4178
H -0.776 2.749 -6.309 0.4016
H 0.180 0.386 -6.178 0.1596
H 1.244 0.745 -3.957 0.1907
H -0.034 1.961 -3.564 -0.0720
H 1.088 2.312 -4.856 0.5949
H -0.606 -0.788 -4.317 0.2162
C -0.908 -3.371 2.908 -1.4144
C -0.515 -3.440 1.421 3.2508
C -0.124 -4.848 1.009 -1.4843
O -1.653 -3.047 0.657 -0.3632
H -0.895 -4.360 3.375 0.4545
H -1.946 -3.062 3.045 0.1230
H -0.271 -2.658 3.435 0.1837
H 0.328 -2.755 1.287 -1.6989
H -0.010 -4.880 -0.075 0.0980
H -0.891 -5.591 1.236 0.4861
H 0.834 -5.148 1.447 0.3347
H -1.324 -2.415 -0.045 -0.0448
C 1.416 -3.645 -1.839 -0.5042
C 1.655 -2.577 -2.904 1.1176
C 2.086 -3.215 -4.222 -1.8079
O 0.453 -1.883 -3.173 0.2835
H 2.351 -4.194 -1.687 0.4779
H 0.601 -4.315 -2.104 0.0711
H 1.200 -3.131 -0.900 -0.1779
H 2.420 -1.867 -2.563 -0.2996
H 2.236 -2.448 -4.985 0.3971
H 1.248 -3.825 -4.569 0.3254
H 2.977 -3.833 -4.113 0.4272
H 0.002 -1.648 -2.307 -0.0838
C -3.068 -5.041 -1.957 -1.3746
C -2.758 -3.741 -2.702 1.9890
C -2.164 -3.984 -4.083 -1.2563
O -3.948 -2.971 -2.835 -0.5827
H -3.890 -5.571 -2.445 0.4196
H -3.334 -4.802 -0.927 0.2939
H -2.171 -5.665 -1.927 0.2962
H -2.086 -3.136 -2.092 -0.9819
H -1.259 -4.601 -4.076 0.1989
H -1.848 -3.043 -4.536 0.1285
H -2.889 -4.483 -4.734 0.4516
H -4.647 -3.522 -3.199 0.3265
C -1.948 3.664 -1.929 -0.0894
O -2.709 3.146 -3.024 -0.4945
H -2.110 2.980 -1.094 -0.1442
H -0.889 3.697 -2.188 0.0386
H -2.303 4.656 -1.637 0.4613
H -3.233 3.860 -3.392 0.2856
C 5.104 -0.630 -0.621 -0.3329
O 6.082 -1.615 -0.341 -0.5565
H 5.058 0.023 0.251 0.1150
H 5.348 0.021 -1.468 0.4260
H 4.114 -1.060 -0.794 0.0715
H 6.184 -2.188 -1.105 0.3158
```



The following is a DFT calculation (ωB97M-V with the def2-TZVPD basis set) of a 11-piece molecular cluster, C32H88Cl2N4O14 overall in a non-equilibrium geometry.

Results
SMILES: COCCNCCOC.COCCNCCOC.COCCNCCOC.COCCNCCOC.ClCCCl.CO.CO.CO.CO.CO.CO
HOMO level, eV: -8.777
2S+1: 1

```
140
Properties=species:S:1:pos:R:3:mulliken_charge:R:1
C 1.321 2.934 -1.591 -0.2481
O 2.218 3.754 -0.846 -0.4033
C 2.232 3.405 0.582 -0.0114
C 3.181 4.372 1.366 -0.9976
N 4.631 4.168 1.061 -0.2715
C 5.498 4.976 1.939 -0.5978
C 7.000 4.897 1.632 -0.5106
O 7.836 5.559 2.663 -0.3172
C 9.216 5.292 2.532 -0.7102
H 1.415 1.855 -1.473 0.1072
H 1.458 3.079 -2.662 -0.0799
H 0.274 3.154 -1.385 0.4663
H 2.641 2.404 0.721 0.1060
H 1.228 3.376 1.004 0.1392
H 3.037 4.204 2.433 0.5287
H 2.842 5.390 1.174 0.3809
H 4.736 4.666 0.189 0.2390
H 5.358 4.706 2.985 0.3569
H 5.205 6.022 1.856 0.2845
H 7.147 5.244 0.610 0.3116
H 7.296 3.849 1.603 0.3573
H 9.535 5.471 1.505 0.2966
H 9.431 4.252 2.777 0.2903
H 9.871 5.912 3.144 0.2663
C 2.081 -0.915 -2.871 -0.5952
O 1.916 0.016 -3.956 -0.2317
C 1.723 -0.501 -5.230 -0.6127
C 1.992 0.591 -6.243 -0.8138
N 1.124 1.806 -5.959 -0.2016
C 1.677 2.958 -6.708 -0.7281
C 0.976 4.200 -6.241 -0.7235
O 1.392 4.404 -4.877 -0.2520
C 0.645 5.498 -4.282 -0.6371
H 1.591 -1.811 -3.251 0.3736
H 1.578 -0.626 -1.948 0.0244
H 3.143 -1.057 -2.670 0.2517
H 0.734 -0.928 -5.396 0.3498
H 2.417 -1.321 -5.417 0.5021
H 1.912 0.219 -7.264 0.3830
H 3.029 0.850 -6.031 0.3843
H 1.255 1.961 -4.970 0.1030
H 1.684 2.785 -7.784 0.4419
H 2.720 3.059 -6.406 0.3805
H -0.102 4.207 -6.403 0.4068
H 1.328 5.020 -6.867 0.4466
H -0.381 5.411 -4.642 0.3403
H 1.056 6.476 -4.531 0.2807
H 0.643 5.280 -3.214 0.1180
C -1.155 4.260 2.545 -0.5596
O -1.260 3.387 3.638 -0.5021
C -0.295 2.301 3.603 0.8501
C -0.313 1.629 4.980 -1.0153
N 0.179 0.265 4.858 0.0428
C 0.424 -0.351 6.088 -0.9066
C 1.041 -1.738 5.802 -0.1727
O 0.753 -2.666 6.718 -0.4423
C 1.188 -2.418 8.076 -0.7643
H -1.589 3.791 1.662 0.1839
H -0.125 4.593 2.424 0.1998
H -1.666 5.215 2.671 0.3450
H 0.700 2.611 3.282 0.0719
H -0.594 1.643 2.787 -0.3767
H -1.304 1.725 5.422 0.3383
H 0.382 2.172 5.622 0.5466
H 1.078 0.227 4.400 -0.0416
H -0.579 -0.574 6.454 0.4655
H 1.000 0.259 6.783 0.3627
H 2.124 -1.705 5.682 0.3443
H 0.549 -2.112 4.904 0.1037
H 1.323 -3.378 8.575 0.2717
H 0.358 -1.912 8.569 0.2976
H 2.097 -1.827 8.182 0.3185
C -5.441 -3.023 0.498 -0.3441
O -4.747 -4.206 0.464 -0.4659
C -3.319 -4.074 0.181 0.5168
C -2.494 -5.375 0.499 -1.0169
N -2.892 -6.498 -0.340 -0.4195
C -2.119 -6.463 -1.554 -0.1549
C -2.741 -7.326 -2.568 -0.9848
O -4.001 -6.875 -2.952 -0.2882
C -4.549 -7.579 -4.042 -0.7850
H -6.521 -3.092 0.626 0.3643
H -5.253 -2.479 -0.428 0.1345
H -5.119 -2.306 1.252 0.0820
H -2.936 -3.289 0.833 -0.2422
H -3.171 -3.714 -0.837 0.2843
H -2.819 -5.489 1.533 0.4483
H -1.424 -5.181 0.571 0.1865
H -3.860 -6.431 -0.624 0.3714
H -1.075 -6.764 -1.458 0.3772
H -2.020 -5.499 -2.053 0.2197
H -2.905 -8.376 -2.324 0.4216
H -2.115 -7.317 -3.461 0.4401
H -4.447 -8.665 -4.035 0.2919
H -4.040 -7.135 -4.897 0.3197
H -5.611 -7.369 -4.161 0.2377
Cl 3.558 -3.422 -0.774 -0.1920
C 2.313 -4.743 -0.651 -0.4668
C 0.993 -4.146 -1.051 0.7054
Cl 0.306 -3.179 0.258 0.0597
H 2.256 -5.147 0.360 0.3149
H 2.716 -5.577 -1.225 0.4173
H 0.259 -4.925 -1.259 -0.6697
H 1.007 -3.569 -1.975 -0.1771
C 2.049 -0.712 2.126 -0.6117
O 2.712 -0.058 3.176 -0.6068
H 1.188 -0.206 1.688 0.0694
H 2.726 -0.953 1.306 0.5688
H 1.651 -1.660 2.489 0.2449
H 3.469 0.364 2.763 0.3255
C -1.261 -0.065 -0.474 1.0975
O -2.527 0.332 -1.060 -0.5234
H -1.375 -1.074 -0.077 -0.1919
H -0.370 0.106 -1.078 -0.4301
H -0.889 0.583 0.319 -0.2830
H -3.157 0.429 -0.342 0.1977
C -1.920 1.968 -3.836 -0.0289
O -3.246 1.629 -3.468 -0.5933
H -1.768 3.037 -3.985 0.1679
H -1.112 1.679 -3.163 -0.1820
H -1.737 1.458 -4.782 0.2645
H -3.170 1.167 -2.630 0.4695
C -4.341 1.524 2.068 -0.9619
O -3.358 0.627 1.619 0.0552
H -3.757 1.970 2.874 0.3043
H -4.682 2.259 1.338 0.2635
H -5.152 0.946 2.510 0.2832
H -2.993 0.128 2.353 0.2960
C -6.116 -0.228 -1.697 -0.5613
O -7.111 -0.950 -1.039 -0.5411
H -5.373 -0.873 -2.167 0.3081
H -6.509 0.408 -2.490 0.3681
H -5.507 0.350 -1.003 0.0424
H -7.321 -1.728 -1.561 0.3271
C -2.097 -1.828 3.072 -0.7823
O -2.198 -0.700 3.808 -0.7151
H -3.098 -1.924 2.652 0.3332
H -1.418 -1.609 2.247 0.2930
H -1.751 -2.708 3.613 0.3767
H -1.324 -0.377 4.040 0.4345
```



The records above yield calculated total energy values of -59165.410 -94271.180 eV, respectively.